No. 1
Formula: CH3Cl2OP
Source: the OMol25 dataset
Level of theory: ωB97M-V with the def2-TZVPD basis set

Molecular weight: 132.91 g mol⁻¹
Relative energy (zero: lowest compared OMol25 entry of this formula, charge and spin): 3.062 eV
E_HOMO: -0.353 Eh
Multiplicity: 1
Orbital gap: 10.2507 eV
SMILES string: O=CCl.PCl
E_LUMO: 0.6 eV

Cartesian coordinates (Å):
1 C 2.78 0.13 0.88
2 O 1.63 0.08 0.55
3 P -2.59 -0.66 -0.77
4 Cl -1.84 1.08 -1.42
5 Cl 4.20 -0.75 0.31
6 H 3.06 0.91 1.66
7 H -3.80 -0.74 -1.65
8 H -3.43 -0.06 0.44

No. 2
Formula: CH3Cl2OPS
Source: the OMol25 dataset
Level of theory: ωB97M-V with the def2-TZVPD basis set

Molecular weight: 164.98 g mol⁻¹
Relative energy (zero: lowest compared OMol25 entry of this formula, charge and spin): 4.282 eV
E_HOMO: -0.335 Eh
Multiplicity: 1
Orbital gap: 8.9927 eV
E_LUMO: -0.1 eV

Cartesian coordinates (Å):
1 C 1.15 0.50 0.53
2 O -2.36 -1.36 -1.09
3 P -0.33 -0.55 1.11
4 S -1.17 -0.52 -0.91
5 Cl 1.41 0.33 -1.22
6 Cl -1.73 1.50 -0.96
7 H 2.19 0.42 0.97
8 H 0.84 1.57 0.62
9 H 0.01 -1.89 0.95

No. 3
Formula: CH3Cl3N2P
Source: the OMol25 dataset
Level of theory: ωB97M-V with the def2-TZVPD basis set

Molecular weight: 180.38 g mol⁻¹
Total charge: +1
Relative energy (zero: lowest compared OMol25 entry of this formula, charge and spin): 1.644 eV
E_HOMO (spin up / spin down): -0.562 / -0.562 Eh
Multiplicity: 1
Orbital gap (spin up / spin down): 8.7697 / 8.7676 eV
SMILES string: CN=[N+]=P(Cl)(Cl)Cl
E_LUMO (spin up / spin down): -6.5 / -6.5 eV

Cartesian coordinates (Å):
1 C -0.30 -1.38 -1.38
2 N -0.74 -0.41 -0.51
3 N 0.40 0.28 0.13
4 P 0.25 1.36 1.34
5 Cl 0.86 0.12 2.78
6 Cl -1.51 2.24 1.61
7 Cl 1.53 2.67 1.00
8 H -1.18 -1.65 -2.05
9 H 0.27 -2.32 -0.91
10 H 0.41 -0.92 -2.02

No. 4
Formula: CH3Cl3SSi
Source: the OMol25 dataset
Level of theory: ωB97M-V with the def2-TZVPD basis set

Molecular weight: 181.55 g mol⁻¹
Relative energy (zero: lowest compared OMol25 entry of this formula, charge and spin): 0.000 eV
E_HOMO: -0.347 Eh
Multiplicity: 1
Orbital gap: 9.8203 eV
SMILES string: SC[Si](Cl)(Cl)Cl
E_LUMO: 0.4 eV

Cartesian coordinates (Å):
1 C -0.73 0.50 0.28
2 Si 0.60 -0.82 0.28
3 S -0.80 1.70 -1.09
4 Cl 2.51 0.01 0.31
5 Cl 0.64 -1.97 -1.36
6 Cl -0.02 -1.83 1.91
7 H -1.73 0.11 0.49
8 H -0.52 1.03 1.32
9 H 0.04 1.27 -2.14

No. 5
Formula: CH3ClF2S
Source: the OMol25 dataset
Level of theory: ωB97M-V with the def2-TZVPD basis set

Molecular weight: 120.55 g mol⁻¹
Relative energy (zero: lowest compared OMol25 entry of this formula, charge and spin): 0.154 eV
E_HOMO: -0.358 Eh
Multiplicity: 1
Orbital gap: 10.5059 eV
SMILES string: FC(F)Cl.S
E_LUMO: 0.8 eV

Cartesian coordinates (Å):
1 C 2.04 -0.56 0.28
2 H 2.95 -0.82 0.89
3 H -4.64 -1.09 -0.46
4 H -3.44 -0.38 0.74
5 F 2.10 -1.19 -0.91
6 F 0.91 -0.81 0.90
7 S -4.38 0.17 -0.10
8 Cl 2.11 1.23 -0.07

No. 6
Formula: CH3ClFO3P
Source: the OMol25 dataset
Level of theory: ωB97M-V with the def2-TZVPD basis set

Molecular weight: 148.46 g mol⁻¹
Relative energy (zero: lowest compared OMol25 entry of this formula, charge and spin): 1.954 eV
E_HOMO: -0.360 Eh
Multiplicity: 1
Orbital gap: 9.1943 eV
E_LUMO: -0.6 eV

Cartesian coordinates (Å):
1 C -0.28 0.19 0.41
2 O 0.18 -0.76 1.40
3 O 2.86 0.40 1.67
4 O 2.15 -1.95 0.50
5 F 2.62 1.24 2.77
6 P 1.54 -1.35 1.87
7 Cl 3.53 -2.82 0.24
8 H -1.36 0.04 0.16
9 H 0.47 0.28 -0.52
10 H -0.15 1.26 0.87

Please write out number 1 again, unchanged.
Formula: CH3Cl2OP
Source: the OMol25 dataset
Level of theory: ωB97M-V with the def2-TZVPD basis set

Molecular weight: 132.91 g mol⁻¹
Relative energy (zero: lowest compared OMol25 entry of this formula, charge and spin): 3.062 eV
E_HOMO: -0.353 Eh
Multiplicity: 1
Orbital gap: 10.2507 eV
SMILES string: O=CCl.PCl
E_LUMO: 0.6 eV

Cartesian coordinates (Å):
1 C 2.78 0.13 0.88
2 O 1.63 0.08 0.55
3 P -2.59 -0.66 -0.77
4 Cl -1.84 1.08 -1.42
5 Cl 4.20 -0.75 0.31
6 H 3.06 0.91 1.66
7 H -3.80 -0.74 -1.65
8 H -3.43 -0.06 0.44

Copy entry 1 word for word.
Formula: CH3Cl2OP
Source: the OMol25 dataset
Level of theory: ωB97M-V with the def2-TZVPD basis set

Molecular weight: 132.91 g mol⁻¹
Relative energy (zero: lowest compared OMol25 entry of this formula, charge and spin): 3.062 eV
E_HOMO: -0.353 Eh
Multiplicity: 1
Orbital gap: 10.2507 eV
SMILES string: O=CCl.PCl
E_LUMO: 0.6 eV

Cartesian coordinates (Å):
1 C 2.78 0.13 0.88
2 O 1.63 0.08 0.55
3 P -2.59 -0.66 -0.77
4 Cl -1.84 1.08 -1.42
5 Cl 4.20 -0.75 0.31
6 H 3.06 0.91 1.66
7 H -3.80 -0.74 -1.65
8 H -3.43 -0.06 0.44